1.
Here is a molecular structure, C6H6IrN4S3Sb from the Open Molecules 2025 dataset. Energies are from ωB97M-V with the def2-TZVPD basis set.

Results
Total charge   +1
2S+1   2
E_HOMO (spin up / spin down)   -11.2957 / -11.0249 eV

Structure (XYZ):
```
21
Properties=species:S:1:pos:R:3:forces:R:3:mulliken_spin:R:1
Ir 1.724091 -0.234430 0.947642 1.01 -2.21 1.48 0.648
S 2.774802 -2.627479 2.515387 -0.91 1.64 -1.09 0.029
Sb 4.478810 -0.969264 2.402817 -0.56 -0.10 -0.23 0.031
S 2.690866 0.678029 2.921812 -0.27 -0.23 -2.02 0.139
S 3.854406 -0.745613 0.007026 -1.37 1.17 0.86 0.102
N -2.209413 -1.099473 -0.603522 0.45 0.55 -0.03 0.001
C -2.184598 -2.275238 0.084393 0.34 -0.50 0.46 0.000
C -0.994616 -2.310377 0.758283 -0.39 -0.49 0.03 -0.005
N -0.297114 -1.178911 0.487826 0.54 1.19 -0.41 0.054
C -1.055676 -0.450523 -0.333835 -0.21 -0.59 0.15 -0.020
C -0.609268 0.843520 -0.749389 0.37 0.64 -0.05 0.022
N 0.573968 1.294618 -0.332226 0.27 -1.23 0.60 0.000
C 0.706025 2.555910 -0.809820 -0.08 0.45 -0.22 0.000
C -0.413815 2.882682 -1.523921 0.58 0.25 0.16 -0.002
N -1.231454 1.793691 -1.480768 0.03 -0.45 0.24 0.000
H -2.963876 -0.790764 -1.200249 0.14 -0.02 0.09 0.002
H -2.988865 -2.980143 0.044263 -0.14 -0.12 0.00 0.000
H -0.610390 -3.060041 1.420704 0.05 -0.16 0.05 -0.001
H 1.577194 3.144912 -0.609216 0.15 0.13 0.00 -0.001
H -0.678408 3.783180 -2.038171 -0.06 0.13 -0.11 0.000
H -2.142670 1.745714 -1.909035 0.05 -0.07 0.04 0.000
```
Forces are in eV/Å.

***

2.
Here is a molecular structure, C13H19Cl2IrN2O2 from the Open Molecules 2025 dataset. Energies are from ωB97M-V with the def2-TZVPD basis set.

Results
Total charge   +2
2S+1   5
E_HOMO (spin up / spin down)   -14.1193 / -16.3792 eV

Structure (XYZ):
```
39
Properties=species:S:1:pos:R:3:forces:R:3:mulliken_spin:R:1
Ir -0.312754 0.273009 0.254048 -0.65 -0.84 0.06 2.659
C -3.136403 1.150264 0.306157 -0.28 0.13 -0.07 0.003
N -2.244536 0.475568 1.271557 0.63 0.30 -0.12 0.043
C -1.999834 1.349813 2.439172 -0.25 0.13 0.31 0.005
C -2.773891 -0.843966 1.676084 0.09 -0.29 -0.13 0.003
C -2.509360 -1.884134 0.588821 -0.12 0.21 0.15 -0.007
N -1.094605 -1.862218 0.173065 0.33 0.13 -0.02 0.117
C -0.219052 -2.517931 1.164782 0.03 -0.33 0.06 0.011
C -0.913136 -2.472515 -1.156141 -0.01 -0.17 -0.19 -0.001
H -4.096395 1.393599 0.770681 0.04 -0.04 0.05 0.005
H -3.325487 0.514787 -0.556617 0.04 -0.05 0.01 -0.005
H -2.679870 2.078923 -0.035800 0.04 -0.01 0.03 0.011
H -2.917023 1.506896 3.015015 -0.02 -0.03 -0.07 0.008
H -1.647223 2.324496 2.101605 0.02 -0.05 -0.04 0.016
H -1.258263 0.900545 3.099453 -0.01 -0.03 -0.05 -0.004
H -3.847223 -0.774849 1.867921 0.00 0.02 0.04 0.001
H -2.288498 -1.134909 2.607286 0.00 0.06 0.02 -0.001
H -3.126390 -1.681927 -0.285572 0.04 -0.02 -0.05 -0.001
H -2.777008 -2.878330 0.956540 -0.03 0.00 -0.01 0.001
H -0.483522 -3.574676 1.275496 -0.02 0.02 -0.01 0.010
H -0.307252 -2.046293 2.144544 -0.02 0.03 -0.04 -0.011
H 0.817687 -2.464614 0.831878 -0.02 0.05 -0.02 0.004
H -1.263770 -3.508650 -1.159929 0.00 0.02 0.05 0.002
H 0.141551 -2.460994 -1.423986 0.01 0.03 0.04 0.002
H -1.472859 -1.914314 -1.905861 -0.03 0.02 0.05 0.001
Cl 6.097868 2.846918 -2.494392 -0.09 -0.08 0.04 0.101
C 4.769644 1.928563 -2.003234 0.13 -0.02 -0.06 0.250
C 4.795017 0.534367 -2.097429 0.00 -0.06 -0.01 -0.095
C 3.710093 -0.198720 -1.685381 0.06 -0.12 -0.05 0.204
Cl 3.732608 -1.890439 -1.763636 -0.01 0.07 0.01 0.059
C 2.499857 0.438897 -1.179022 0.11 0.10 -0.06 0.095
O 1.540013 -0.276131 -0.810803 -0.17 0.10 0.13 0.249
C 2.510261 1.889783 -1.113841 0.11 -0.37 0.07 0.070
C 1.368970 2.626969 -0.626217 -0.14 0.30 -0.09 0.057
O 0.217514 2.183530 -0.490534 0.51 0.60 -0.02 0.045
C 3.631900 2.590855 -1.490389 -0.29 0.15 0.13 0.089
H 5.667642 0.029347 -2.489823 0.02 0.03 0.01 0.000
H 1.547801 3.676191 -0.362329 -0.09 0.04 -0.13 0.006
H 3.645926 3.672290 -1.413167 0.03 -0.01 -0.02 -0.002
```
Forces are in eV/Å.

***

3.
Here is 9 unconnected molecules or ions with the total composition C36H98ClN8O4 from the Open Molecules 2025 dataset. Energies are from ωB97M-V with the def2-TZVPD basis set.

Results
Total charge   +1
2S+1   1
E_HOMO   -9.4707 eV

Structure (XYZ):
```
147
Properties=species:S:1:pos:R:3:forces:R:3:mulliken_charge:R:1
N -25.994668 16.369239 -7.866641 -0.09 -1.36 -0.78 -0.253
H -26.750145 16.937894 -7.457080 -0.07 0.70 0.52 -0.006
H -25.253631 16.865078 -8.360527 -0.05 0.44 0.44 0.389
H -26.423698 15.750342 -8.562600 -0.11 0.09 0.11 0.406
H -25.601055 15.731784 -7.169875 0.05 0.38 0.25 0.384
N -30.156489 18.240528 -9.548337 -0.87 -0.10 -0.52 -0.038
H -29.436843 17.746053 -10.066312 0.26 0.16 0.24 0.441
H -30.007150 18.231405 -8.536886 0.09 -0.47 0.20 -0.036
H -31.041175 17.798915 -9.808679 -0.02 -0.12 0.47 0.476
H -30.242057 19.282443 -9.819833 0.55 0.66 0.36 -0.031
Cl -28.631011 17.858368 -5.841760 0.96 0.13 1.39 1.138
O -28.836189 16.828602 -6.864320 -0.38 -0.13 -0.69 -0.596
O -28.525620 17.260506 -4.547452 -0.40 -0.08 -0.41 -0.492
O -27.337509 18.455276 -6.167367 -0.04 0.23 -0.55 -0.763
O -29.686060 18.835803 -5.871764 0.19 -0.31 -0.63 -0.309
C -31.652703 21.677882 -7.923476 0.16 -0.78 -0.77 -1.066
C -30.223432 21.687874 -8.455994 0.07 -0.85 0.69 -0.223
N -30.021020 20.995827 -9.745318 -0.50 0.14 -0.81 0.774
C -28.629256 21.157170 -10.195549 0.23 -0.14 -0.44 -0.663
C -27.564973 20.652177 -9.222848 -0.36 0.40 0.07 -1.091
C -30.957385 21.481584 -10.781147 -0.61 -0.37 0.00 -0.640
C -30.889014 20.709533 -12.094117 1.05 -0.07 -0.10 -1.344
H -32.326924 22.233860 -8.571719 -0.07 0.29 0.31 0.437
H -31.695585 22.012384 -6.890429 0.05 0.22 -0.05 -0.025
H -32.001245 20.639426 -7.941252 -0.12 0.03 0.16 0.134
H -29.825795 22.709229 -8.445063 0.16 -0.06 -0.29 0.370
H -29.631531 21.052504 -7.792749 0.03 0.57 0.46 0.058
H -28.518296 20.637209 -11.150160 -0.07 -0.06 0.04 0.420
H -28.450178 22.215481 -10.427299 0.10 0.03 0.13 0.467
H -26.577023 20.745009 -9.671221 -0.01 0.15 -0.02 0.503
H -27.617514 21.272951 -8.329873 0.38 -0.22 0.16 0.182
H -27.678792 19.606342 -8.923517 -0.22 0.02 0.03 0.137
H -30.881129 22.566082 -10.921963 0.23 -0.01 -0.14 0.474
H -31.967235 21.302118 -10.410558 0.04 0.13 0.22 0.314
H -29.961779 20.889237 -12.642777 -0.16 0.34 -0.13 0.330
H -31.724681 20.940328 -12.748581 -0.06 0.00 0.07 0.407
H -30.843532 19.627216 -11.929925 -0.44 -0.01 0.13 0.265
C -30.937471 14.059840 -4.256387 -0.09 0.62 0.64 -0.828
C -31.700925 15.006708 -5.198999 1.11 -0.58 -0.51 0.666
N -32.196233 14.345321 -6.418173 -0.07 0.66 -0.18 0.266
C -31.074587 14.053076 -7.297548 0.18 -0.32 -0.09 0.501
C -31.455330 13.650412 -8.715218 -0.43 -0.16 0.33 -1.634
C -33.035393 13.185601 -6.171358 -0.26 0.17 0.05 -0.238
C -34.362861 13.547081 -5.524577 -0.21 -0.38 0.42 -1.312
H -30.461439 13.192489 -4.710391 -0.24 0.00 -0.26 0.289
H -31.595374 13.731860 -3.450422 0.18 -0.23 0.05 0.454
H -30.117895 14.634105 -3.818706 -0.10 -0.03 0.22 -0.191
H -32.424256 15.599870 -4.643414 -0.50 -0.41 -0.18 -0.007
H -30.967579 15.737834 -5.540635 -0.11 0.16 -0.14 -0.737
H -30.425072 14.928910 -7.343622 -0.11 0.09 0.14 -0.313
H -30.450922 13.228482 -6.907935 0.08 0.06 0.12 0.166
H -30.557123 13.636675 -9.333887 -0.10 0.01 -0.15 0.464
H -31.882713 12.647131 -8.712089 0.09 -0.01 -0.20 0.413
H -32.223004 14.312119 -9.123226 0.17 0.12 -0.10 0.348
H -32.511845 12.450661 -5.541539 -0.03 -0.14 -0.08 0.273
H -33.276467 12.694050 -7.113840 0.27 0.10 -0.10 0.441
H -35.070588 12.734146 -5.701600 -0.02 0.02 0.04 0.500
H -34.809160 14.458492 -5.920089 0.22 0.06 -0.11 0.138
H -34.274580 13.628645 -4.438775 0.01 0.23 -0.03 0.289
C -25.408941 22.405174 -2.146557 0.31 -0.55 0.14 -1.386
C -25.085946 21.939225 -3.566248 -0.20 0.87 -0.07 -0.407
N -23.965079 21.036865 -3.716308 0.40 0.10 0.17 0.170
C -23.636686 20.824692 -5.111387 0.30 0.04 -0.29 0.111
C -22.250331 20.222034 -5.311816 0.16 -0.20 -0.40 -1.443
C -24.077919 19.809125 -2.929060 -0.05 -0.02 0.04 -1.343
C -25.375220 19.019117 -3.132485 0.41 0.15 0.06 0.346
H -24.527763 22.921671 -1.761904 -0.03 -0.02 0.11 0.408
H -25.654144 21.605790 -1.444971 -0.10 -0.02 -0.06 0.274
H -26.232396 23.117482 -2.162692 -0.04 -0.04 -0.04 0.239
H -25.959362 21.557024 -4.118314 -0.21 0.07 0.24 0.156
H -24.820686 22.903304 -4.016027 0.11 -0.31 -0.61 0.583
H -23.607480 21.777410 -5.648289 -0.17 0.23 0.37 0.467
H -24.418394 20.260419 -5.651032 0.03 -0.31 0.08 -0.098
H -22.115928 19.232261 -4.876123 -0.07 0.03 0.10 0.348
H -21.471393 20.878658 -4.924962 -0.13 0.01 0.24 0.306
H -22.026736 20.114444 -6.377773 -0.18 0.00 -0.03 0.428
H -23.222205 19.171286 -3.147981 0.04 0.07 -0.03 0.399
H -23.962425 20.086374 -1.879467 -0.13 -0.04 0.03 0.379
H -25.462902 18.657530 -4.157936 -0.19 0.15 -0.04 0.006
H -25.389359 18.141224 -2.487101 -0.06 0.02 0.13 0.033
H -26.216229 19.664691 -2.881334 -0.23 -0.26 -0.11 0.054
C -28.655092 22.277791 -5.415567 0.02 -1.17 -0.22 -0.781
C -28.512974 23.014135 -4.097095 -0.46 -0.46 0.21 -0.951
N -29.736195 23.720930 -3.736242 0.48 0.65 -0.01 0.270
C -30.864361 22.848004 -3.460209 0.04 -0.87 -0.20 0.247
C -32.200458 23.483002 -3.779290 -0.55 0.22 -0.02 -1.289
C -29.516783 24.641926 -2.623138 -0.81 0.37 -0.23 -0.372
C -28.536574 25.767306 -2.922503 0.37 -0.31 0.31 -1.306
H -29.214967 22.831285 -6.169700 0.24 0.45 0.15 0.281
H -29.168608 21.313001 -5.351902 -0.09 0.09 0.32 -0.059
H -27.671777 21.995662 -5.803448 0.04 0.27 -0.10 0.317
H -28.272216 22.350976 -3.249026 0.28 -0.39 -0.30 0.389
H -27.643991 23.661879 -4.210855 -0.35 0.51 0.21 0.493
H -30.799090 21.929726 -4.053182 0.20 0.24 -0.31 -0.351
H -30.832493 22.420595 -2.444091 -0.04 0.44 0.26 0.318
H -32.263623 23.769176 -4.831527 0.19 -0.01 -0.01 0.293
H -33.029103 22.793360 -3.599745 0.12 -0.10 0.11 0.323
H -32.423143 24.381377 -3.201313 0.16 -0.02 0.07 0.406
H -29.264617 24.134514 -1.677114 0.35 -0.23 -0.13 0.365
H -30.495757 25.078612 -2.407335 0.04 0.13 -0.07 0.395
H -27.504333 25.417629 -2.847207 0.01 0.05 0.03 0.248
H -28.662476 26.546745 -2.171178 0.04 0.10 -0.09 0.426
H -28.648906 26.191491 -3.919279 -0.29 -0.02 0.01 0.305
C -35.854938 18.961413 -8.094761 -0.42 0.63 -0.07 -1.614
C -34.713564 19.223276 -7.124493 -0.18 -0.24 -0.51 0.261
N -34.579758 18.211615 -6.091963 0.20 0.01 -0.10 0.451
C -33.288790 18.334768 -5.418707 0.18 -0.09 0.47 -0.170
C -33.044586 19.672409 -4.701050 -0.43 -0.21 0.03 -1.114
C -35.735132 18.210005 -5.178867 0.55 0.21 -0.17 -0.407
C -35.687474 17.095547 -4.156305 0.10 0.14 0.41 -1.118
H -35.741268 19.678524 -8.913356 -0.03 -0.25 -0.20 0.466
H -36.830094 19.205638 -7.668075 0.05 -0.12 0.14 0.396
H -35.911182 17.943189 -8.476077 0.27 -0.02 0.00 0.314
H -33.791057 19.254743 -7.714792 0.14 -0.24 0.15 -0.215
H -34.831032 20.257662 -6.761944 -0.06 -0.06 0.34 0.266
H -33.183916 17.528483 -4.694071 -0.28 0.10 0.14 -0.537
H -32.470757 18.079572 -6.100651 -0.15 0.39 -0.38 0.265
H -32.133019 19.626767 -4.106683 0.11 0.14 -0.15 0.519
H -33.045455 20.529114 -5.375915 0.37 -0.06 -0.09 0.169
H -33.870668 19.877785 -4.015635 0.07 -0.12 0.15 0.443
H -36.632414 18.070668 -5.780342 0.00 0.15 -0.02 0.386
H -35.793512 19.193472 -4.691730 -0.29 -0.02 0.13 0.346
H -35.776591 16.131476 -4.653986 -0.03 -0.06 0.17 0.120
H -36.475972 17.231284 -3.414186 -0.27 -0.16 -0.26 0.430
H -34.779929 17.106460 -3.550755 0.12 -0.04 -0.19 0.281
C -28.988439 13.144831 -1.190742 -0.37 -0.02 -1.06 -0.711
C -27.479671 13.329473 -1.127909 -0.62 0.18 0.39 -0.356
N -27.159726 14.654498 -0.600232 0.35 -1.12 0.57 0.202
C -27.512287 15.769747 -1.447574 0.16 0.69 0.26 0.519
C -27.765739 17.040681 -0.644894 0.22 0.38 -0.04 -1.505
C -25.787236 14.680059 -0.085203 0.20 0.82 -0.69 -0.646
C -24.696101 14.536322 -1.171241 -0.02 0.59 0.78 -0.905
H -29.427038 13.704435 -2.019669 0.06 0.34 0.23 -0.191
H -29.456431 13.472287 -0.265214 0.02 -0.12 0.06 0.329
H -29.303879 12.132344 -1.456911 0.31 -0.20 0.45 0.434
H -27.116880 12.591288 -0.409552 0.31 0.08 -0.06 0.421
H -26.994013 13.134773 -2.094342 -0.11 -0.10 -0.10 0.267
H -26.728991 16.003145 -2.184617 -0.13 -0.18 -0.23 -0.050
H -28.442764 15.579997 -1.981026 0.17 -0.35 -0.12 -0.215
H -28.599691 16.911644 0.043975 0.00 0.01 -0.01 0.385
H -26.896218 17.377376 -0.074973 0.01 -0.22 0.08 0.371
H -27.973414 17.865568 -1.330939 -0.23 -0.05 -0.02 0.263
H -25.607005 13.925697 0.679899 -0.47 -0.16 -0.01 0.415
H -25.659770 15.646405 0.407793 0.14 -0.04 0.05 0.286
H -24.756349 13.575279 -1.674251 0.10 0.04 -0.17 0.306
H -23.721955 14.653317 -0.690680 0.05 -0.31 -0.03 0.426
H -24.752120 15.379084 -1.861035 -0.11 -0.24 -0.32 0.136
```
Forces are in eV/Å.

***

4.
Here is a molecular structure, C4H8Br2O4S2 from the Open Molecules 2025 dataset. Energies are from ωB97M-V with the def2-TZVPD basis set.

Results
2S+1   1
E_HOMO   -8.3719 eV

Structure (XYZ):
```
20
Properties=species:S:1:pos:R:3:forces:R:3:nbo_charge:R:1
C 1.520945 -1.422348 -1.980339 2.43 0.05 -0.40 -0.940
C -0.456438 1.627252 1.011779 0.23 -1.98 0.43 -0.848
C -2.817942 -0.675452 0.643301 -2.42 0.97 0.14 -0.493
C -2.499328 0.027844 -0.593208 3.44 0.57 -0.66 -0.540
O 0.891967 -2.936674 0.112410 -0.60 1.31 -0.77 -0.884
O -0.906016 -2.246504 -1.482879 -0.14 -0.04 0.29 -0.880
O -0.191543 0.924106 -1.697540 0.20 1.80 -0.84 -0.906
O 0.147033 -0.606416 0.054700 0.36 -1.21 1.21 -0.924
S 0.317388 -1.988233 -0.810704 0.85 -2.02 -0.84 2.364
S -0.784600 0.577553 -0.459348 -2.32 -0.59 0.51 1.999
Br -4.599212 -1.444578 0.218600 0.21 0.14 0.75 0.002
Br -3.097417 1.849678 -0.546011 -1.37 1.12 -0.34 0.020
H 1.801780 -1.970954 -2.933669 -1.71 0.24 1.04 0.285
H 1.347659 -0.346750 -2.147569 0.06 -0.73 -0.16 0.287
H 2.498520 -1.565289 -1.483029 -0.46 0.51 0.36 0.255
H 0.087116 2.473126 0.751287 1.56 1.20 -0.63 0.256
H -1.308133 2.033477 1.509464 -1.12 -0.27 -0.13 0.264
H 0.040475 0.918089 1.698964 0.13 0.71 -0.38 0.259
H -2.816142 -0.055514 1.522103 -0.99 0.48 0.59 0.193
H -2.243406 -1.465611 0.947934 1.67 -2.27 -0.16 0.231
```
Forces are in eV/Å.

***

Record order is preserved below.
Electronic energy: -54155.5896; -48729.1542; -71539.7662; -174217.9419 eV
Record order is preserved below.
Energy relative to the best compared isomer or geometry (same formula, charge and spin): 65.8; 7.6; 31.1; 36.6 kcal/mol